Formula: C26H28BrIrN3O3
Source: the OMol25 dataset
Level of theory: the ωB97M-V functional and the def2-TZVPD basis

Computed properties:
E (eV): -110891.27869
LUMO energy (spin up / spin down) (eV): -4.97 / -8.57
Total charge: +2
Multiplicity: 6

```
62
Properties=species:S:1:pos:R:3:mulliken_charge:R:1
Ir 0.3928 0.3946 -0.0348 1.71
C 5.8668 -0.3169 1.3556 -1.43
C 4.4553 -0.4605 1.8330 0.36
C 4.1423 -0.9874 3.0858 -0.33
C 2.8216 -1.1261 3.4783 -0.76
C 1.8424 -0.7176 2.5921 0.37
Br 0.0192 -0.9016 3.0718 -0.05
N 2.1124 -0.2124 1.3988 -0.30
C 3.3919 -0.0893 1.0244 -0.43
H 6.5642 -0.3763 2.1878 0.40
H 6.0182 0.6352 0.8495 0.38
H 6.1150 -1.1133 0.6528 0.30
H 4.9344 -1.2924 3.7570 0.43
H 2.5550 -1.5352 4.4414 0.47
H 3.5529 0.3300 0.0392 0.63
C 1.5589 1.0079 -4.2603 -0.77
O 0.8113 0.5987 -3.0692 -0.28
C 1.3101 0.8818 -1.8951 0.26
O 2.3547 1.4504 -1.6568 -0.45
H 2.0149 0.1162 -4.6806 0.29
H 2.3107 1.7432 -3.9913 0.34
H 0.8273 1.4236 -4.9458 0.28
C -3.8831 -3.5783 -0.2991 -0.96
N -2.4388 -3.5018 -0.1498 -0.12
N -1.7522 -2.3192 -0.2419 0.76
C -0.4208 -2.5967 -0.2088 0.67
O 0.4804 -1.6727 -0.2588 -0.82
C -0.2691 -3.9791 -0.1072 -1.32
C -1.5497 -4.5092 -0.0829 0.91
C -1.9864 -5.9273 -0.0271 -1.58
C -2.3386 -1.0234 -0.2091 -0.26
C -1.9673 -0.1183 -1.2149 -0.72
C -2.5457 1.1508 -1.2272 -0.30
C -3.4847 1.4892 -0.2659 -0.66
C -3.8199 0.5890 0.7403 -0.81
C -3.2303 -0.6655 0.7895 -0.04
H -4.2206 -2.7504 -0.9175 0.35
H -4.3782 -3.5516 0.6703 0.34
H -4.1208 -4.5079 -0.8098 0.40
H 0.6570 -4.5220 -0.0693 0.45
H -1.1210 -6.5734 0.0880 0.37
H -2.5015 -6.2092 -0.9467 0.37
H -2.6621 -6.0968 0.8110 0.37
H -1.3671 -0.4630 -2.0499 0.73
H -2.2791 1.8492 -2.0097 0.48
H -3.9706 2.4538 -0.3039 0.63
H -4.5461 0.8622 1.4928 0.44
H -3.4836 -1.3616 1.5775 0.64
C 0.2588 2.3530 1.4055 -1.72
C -0.0252 3.4097 0.5211 0.86
C -1.3449 3.9513 0.4196 -0.47
C -1.6111 4.9926 -0.4264 -0.65
C -0.5852 5.5417 -1.2107 -0.43
C 0.7215 5.0504 -1.1184 -0.74
C 1.0062 4.0133 -0.2690 -0.18
H -0.4885 2.0735 2.1383 0.54
H 1.2953 2.2257 1.7062 0.68
H -2.1126 3.5428 1.0614 0.59
H -2.6046 5.4174 -0.4792 0.46
H -0.8025 6.3684 -1.8727 0.44
H 1.5071 5.5047 -1.7054 0.47
H 2.0133 3.6361 -0.1740 0.42
```